# 1
Computed, not measured: 7 unconnected molecules or ions with the total composition C16H48N2O9, with ωB97M-V/def2-TZVPD.

XYZ file:
```
75
Properties=species:S:1:pos:R:3
C -3.590 -1.565 4.344
O -2.306 -1.291 3.708
H -3.501 -1.548 5.437
H -4.334 -0.876 3.987
H -3.845 -2.564 4.092
H -1.678 -1.762 4.209
C 2.424 2.324 1.339
O 1.977 3.620 0.840
H 3.499 2.217 1.346
H 2.037 2.235 2.319
H 2.024 1.503 0.720
H 2.229 3.622 -0.077
C -2.452 -1.082 -1.334
O -1.232 -0.357 -1.069
H -3.309 -0.404 -1.482
H -2.301 -1.602 -2.267
H -2.620 -1.794 -0.465
H -1.259 -0.008 -0.122
C -4.650 0.335 1.224
O -4.545 0.927 2.452
H -3.983 0.748 0.502
H -4.382 -0.732 1.351
H -5.622 0.445 0.770
H -4.926 1.828 2.473
O -1.545 0.743 1.649
H -2.131 0.379 2.361
H -1.913 1.642 1.485
C 7.376 -1.837 0.500
O 6.033 -2.200 0.787
C 5.548 -1.541 1.951
C 4.235 -2.131 2.287
N 3.142 -1.783 1.412
C 1.803 -1.940 1.871
C 0.900 -2.173 0.715
O 1.199 -3.419 0.195
C 0.241 -3.821 -0.794
H 7.383 -0.737 0.197
H 7.701 -2.452 -0.319
H 7.935 -1.924 1.446
H 5.520 -0.422 1.945
H 6.226 -1.797 2.766
H 3.962 -1.607 3.215
H 4.348 -3.200 2.529
H 3.314 -2.303 0.539
H 1.568 -1.047 2.393
H 1.646 -2.763 2.614
H 1.054 -1.310 0.009
H -0.114 -2.223 1.098
H -0.765 -3.758 -0.434
H 0.484 -4.869 -1.087
H 0.310 -3.142 -1.686
C -1.355 -0.710 -6.116
O -0.702 0.538 -6.072
C -0.267 0.922 -4.815
C -1.360 1.594 -3.968
N -0.767 2.063 -2.775
C -1.726 2.671 -1.874
C -0.999 3.273 -0.739
O -1.991 3.364 0.340
C -1.653 4.375 1.281
H -0.897 -1.347 -5.353
H -1.220 -1.042 -7.138
H -2.463 -0.684 -5.925
H 0.501 1.685 -4.913
H 0.202 0.122 -4.209
H -2.188 0.836 -3.882
H -1.637 2.502 -4.549
H -0.376 1.269 -2.346
H -2.501 1.981 -1.549
H -2.254 3.430 -2.445
H -0.622 4.274 -1.024
H -0.176 2.565 -0.397
H -2.388 4.250 2.081
H -1.606 5.330 0.787
H -0.671 4.155 1.658
```

Summary:
Molar mass, g mol⁻¹: 412.56
E_LUMO, eV: 0.54
Structure (SMILES): COCCNCCOC.COCCNCCOC.CO.CO.CO.CO.O
Orbital gap, eV: 8.990
E_HOMO, eV: -8.45

***

# 2
Computed, not measured: 9 unconnected molecules or ions with the total composition C16H48NO11, with ωB97M-V/def2-TZVPD.

XYZ file:
```
76
Properties=species:S:1:pos:R:3
N -62.018 -22.691 -9.041
O -61.298 -23.023 -8.162
O -62.909 -23.516 -9.341
O -61.988 -21.626 -9.623
C -67.684 -24.997 -9.719
C -66.239 -24.649 -9.969
O -65.472 -24.603 -8.813
H -67.643 -25.860 -9.178
H -68.302 -25.094 -10.607
H -68.148 -24.164 -9.054
H -66.194 -23.802 -10.555
H -65.647 -25.290 -10.621
H -64.610 -24.286 -9.003
C -62.511 -25.767 -4.072
C -61.677 -25.206 -5.288
O -62.304 -24.122 -5.643
H -63.709 -25.813 -4.179
H -62.333 -25.106 -3.257
H -62.338 -26.865 -4.014
H -61.815 -26.061 -6.009
H -60.606 -25.059 -5.068
H -61.836 -23.864 -6.407
C -65.161 -19.856 -9.037
C -65.088 -20.993 -7.895
O -65.213 -20.333 -6.737
H -64.401 -19.319 -8.976
H -66.154 -19.470 -9.166
H -64.796 -20.272 -10.020
H -64.101 -21.545 -8.279
H -65.714 -21.921 -8.241
H -64.697 -20.888 -6.198
C -63.814 -23.665 -14.121
C -63.533 -23.396 -12.614
O -63.164 -24.568 -11.988
H -64.188 -22.929 -14.686
H -64.752 -24.325 -14.379
H -63.076 -24.217 -14.606
H -64.384 -22.833 -12.276
H -62.635 -22.612 -12.730
H -63.329 -24.129 -11.029
C -59.210 -20.834 -13.617
C -59.602 -20.784 -12.114
O -60.998 -20.926 -12.167
H -58.166 -20.751 -13.689
H -59.422 -19.890 -13.981
H -59.692 -21.693 -14.224
H -59.348 -19.717 -11.768
H -59.099 -21.630 -11.524
H -61.393 -21.232 -11.368
C -60.200 -18.227 -6.950
C -60.965 -19.459 -7.357
O -60.102 -20.534 -7.679
H -61.100 -17.656 -6.757
H -59.452 -17.864 -7.518
H -59.771 -18.552 -6.105
H -61.600 -19.170 -8.290
H -61.571 -19.793 -6.389
H -60.610 -21.203 -8.159
C -58.586 -23.279 -3.836
C -59.472 -22.511 -4.844
O -58.900 -21.291 -5.386
H -58.702 -24.379 -3.645
H -58.655 -22.743 -2.907
H -57.560 -23.194 -4.346
H -60.470 -22.115 -4.507
H -59.881 -23.172 -5.635
H -59.410 -20.781 -6.045
C -61.798 -27.978 -8.935
C -61.796 -26.410 -9.321
O -60.642 -25.769 -8.867
H -62.930 -28.495 -9.078
H -61.310 -28.129 -7.933
H -61.256 -28.502 -9.494
H -62.790 -26.168 -9.062
H -61.767 -26.454 -10.403
H -60.855 -24.858 -8.611
```

Summary:
Net charge: -1
Molar mass, g mol⁻¹: 430.56
E_LUMO, eV: 2.89
Orbital gap, eV: 9.856
E_HOMO, eV: -6.97

***

# 3
Computed, not measured: 8 unconnected molecules or ions with the total composition C16H48O8, with ωB97M-V/def2-TZVPD.

XYZ file:
```
72
Properties=species:S:1:pos:R:3
C -21.750 17.847 -2.637
O -20.462 17.786 -2.088
H -22.495 17.714 -1.868
H -21.862 17.132 -3.453
H -21.931 18.819 -3.074
H -19.868 18.233 -2.677
C -19.031 20.661 -2.314
O -18.240 19.549 -2.638
H -20.063 20.430 -2.427
H -18.919 21.540 -3.026
H -18.905 21.001 -1.278
H -17.357 19.611 -2.171
C -20.036 19.119 0.869
O -19.584 17.876 0.459
H -19.308 19.898 0.603
H -20.133 19.234 1.910
H -21.037 19.364 0.456
H -19.795 17.703 -0.498
C -19.021 17.032 -5.245
O -18.901 16.125 -6.217
H -19.673 17.833 -5.575
H -18.003 17.405 -5.056
H -19.467 16.576 -4.355
H -18.448 15.437 -5.796
C -18.830 14.181 -0.479
C -20.285 14.366 -0.874
C -20.455 14.365 -2.419
O -21.072 13.476 -0.450
H -18.480 14.927 0.219
H -18.176 14.230 -1.313
H -18.710 13.237 0.010
H -20.609 15.355 -0.502
H -21.444 14.460 -2.894
H -20.097 13.355 -2.730
H -19.793 15.081 -2.824
H -21.778 13.823 0.073
C -22.387 15.904 -6.882
C -22.107 14.794 -5.845
C -23.464 14.360 -5.225
O -21.598 13.745 -6.257
H -21.422 16.393 -7.103
H -23.094 16.691 -6.424
H -22.832 15.597 -7.776
H -21.401 15.171 -5.059
H -23.497 13.506 -4.568
H -24.195 14.330 -6.068
H -23.788 15.220 -4.600
H -20.832 13.637 -5.734
C -16.421 15.484 -3.886
C -16.206 16.741 -3.036
C -17.105 16.751 -1.809
O -15.005 16.965 -2.697
H -16.002 15.565 -4.888
H -17.496 15.309 -3.996
H -16.077 14.619 -3.373
H -16.567 17.576 -3.627
H -16.763 15.943 -1.207
H -18.056 16.364 -2.143
H -17.094 17.560 -1.170
H -14.665 16.190 -2.234
C -22.808 16.947 0.940
C -23.563 15.659 0.899
C -24.005 15.299 -0.544
O -22.877 14.669 1.172
H -22.421 17.135 1.953
H -23.309 17.878 0.754
H -21.918 16.785 0.346
H -24.417 15.791 1.529
H -24.595 16.078 -0.988
H -24.660 14.339 -0.602
H -23.129 15.177 -1.171
H -22.660 14.760 2.069
```

Summary:
Molar mass, g mol⁻¹: 368.55
E_LUMO, eV: 0.56
Structure (SMILES): CC(C)O.CC(C)O.CC(C)O.CC(C)O.CO.CO.CO.CO
Orbital gap, eV: 9.898
E_HOMO, eV: -9.34